#a
Computed, not measured: a cluster of 2 separate species, C4H12S in total, with the ωB97M-V functional and the def2-TZVPD basis.

## Properties
SMILES	CSC.CC
E_HOMO	-8.5	eV
gap between HOMO and LUMO	9.5	eV

CARTESIAN COORDINATES (ANGSTROEM)
H1 -0.42 0.58 -1.89
H2 3.12 -0.74 2.95
H3 -1.05 -1.09 -1.44
H4 -3.51 2.66 -0.57
H5 3.68 -0.62 1.33
H6 -3.28 1.93 -2.25
C1 2.75 -0.63 1.93
H7 2.30 0.35 1.77
H8 0.91 -1.50 1.96
H9 2.22 -2.78 1.72
C2 -1.27 -0.06 -1.69
C3 -2.86 2.16 -1.28
H10 1.73 -1.70 0.39
C4 1.85 -1.79 1.48
H11 -1.95 2.77 -1.40
H12 -1.85 -0.16 -2.62
S1 -2.34 0.62 -0.41

=====

#b
Computed, not measured: a cluster of 2 separate species, C4H12S in total, with the ωB97M-V functional and the def2-TZVPD basis.

## Properties
SMILES	CSC.CC
E_HOMO	-8.5	eV
gap between HOMO and LUMO	9.4	eV

CARTESIAN COORDINATES (ANGSTROEM)
C1 2.55 -1.01 -0.69
H1 2.97 2.31 -1.11
H2 -2.87 0.98 1.74
C2 2.10 1.67 -1.22
H3 1.67 -0.83 -0.08
H4 1.62 1.46 -0.28
S1 2.58 0.14 -2.08
C3 -3.20 0.03 1.31
H5 2.52 -2.06 -0.98
H6 3.43 -0.85 -0.06
H7 -3.75 -0.56 2.04
C4 -2.01 -0.77 0.77
H8 -2.30 -1.58 0.11
H9 -3.89 0.26 0.50
H10 -1.30 -0.11 0.28
H11 -1.50 -1.23 1.62
H12 1.36 2.16 -1.87

=====

Energies relative to the minimum, hartree: #a 0.0051; #b 0.0000

=====

#a
Computed, not measured: a structure of composition C4H8O2, with the ωB97M-V functional and the def2-TZVPD basis.

## Properties
E_HOMO	-8.8	eV
gap between HOMO and LUMO	8.9	eV

CARTESIAN COORDINATES (ANGSTROEM)
H1 1.61 1.43 0.73
O1 -1.10 0.94 0.26
H2 1.95 -0.30 0.99
C1 0.19 -0.15 -1.36
C2 -1.00 -0.79 0.56
H3 -1.42 0.76 -0.87
H4 0.85 0.58 2.09
C3 0.06 0.11 0.16
H5 -1.43 -0.78 1.54
O2 -1.13 -0.16 -1.75
C4 1.18 0.48 1.05
H6 0.79 0.63 -1.87
H7 0.74 -1.11 -1.46
H8 -1.27 -1.64 -0.09

=====

#b
Computed, not measured: the molecule C4H8O2, with the ωB97M-V functional and the def2-TZVPD basis.

## Properties
E_HOMO	-7.4	eV
gap between HOMO and LUMO	8.1	eV

CARTESIAN COORDINATES (ANGSTROEM)
C1 0.68 -1.07 0.41
H1 -1.35 1.41 0.27
H2 -0.10 1.32 -1.03
C2 0.72 1.10 0.99
H3 1.08 -1.71 -0.37
O1 -0.55 -0.47 -0.09
O2 1.54 -0.01 0.67
H4 0.39 -1.63 1.30
H5 -2.09 -1.02 -1.41
C3 -0.40 0.97 -0.04
H6 0.33 1.02 2.01
H7 -0.55 -0.62 -2.17
C4 -1.02 -1.30 -1.43
H8 1.32 2.01 0.89

=====

Energies relative to the minimum, hartree: #a 0.0000; #b 0.0352